No. 1
Molecular formula: C18H31CrN6O2SSi
Method: DFT, wB97M-V/def2-TZVPD

Output
calculated total energy: -2915.12118 hartree
Kohn-Sham gap (alpha / beta): 0.215 / 0.222 Eh
multiplicity: 2
ΔE to the lowest compared entry with this formula, charge and spin: 0.000 eV
total charge: +2
HOMO level (alpha / beta): -14.6 / -14.7 eV
⟨S²⟩: 0.9448
E_LUMO (alpha / beta): -8.78 / -8.61 eV

```
60
Properties=species:S:1:pos:R:3:forces:R:3
Cr -0.510 -1.056 -1.081 -0.8 3.0 2.4
S -0.019 1.212 -1.252 -0.9 -0.7 -0.2
Si 2.785 3.112 -1.567 0.5 0.6 0.2
O -0.524 -3.824 -2.264 0.0 1.1 1.0
O -2.470 -0.785 -1.028 1.3 -1.3 -0.3
N -0.315 -1.348 1.004 -0.2 0.1 -1.1
N 1.439 -0.848 -1.411 0.0 0.5 -0.4
N -1.150 -0.560 3.154 -0.3 0.3 0.1
N -4.671 -0.286 -1.197 1.1 0.0 0.1
N -0.586 -2.860 2.884 -0.2 -0.6 0.0
N 1.128 -1.211 2.955 0.5 0.1 0.0
C 0.772 -2.576 3.324 0.1 0.0 0.0
C 3.869 0.385 -1.840 -0.2 0.0 0.0
C 1.919 3.743 -3.139 0.2 -0.3 0.7
C -5.727 0.699 -1.223 -0.6 0.6 -0.1
C 1.063 -1.061 1.533 1.0 0.2 0.1
C 2.750 1.184 -1.624 -0.3 0.3 0.0
C -0.677 -2.732 1.459 -0.2 -0.6 0.1
C -1.233 -0.404 1.732 -0.6 0.7 0.3
C 0.210 -0.280 3.599 0.0 0.1 0.0
C 1.998 3.593 0.104 0.0 -0.2 -0.8
C -1.499 -1.927 3.528 -0.1 0.1 0.0
C 1.555 0.497 -1.448 0.5 0.2 0.2
C -5.081 -1.672 -1.201 0.0 -0.6 0.0
C 4.600 3.676 -1.493 -0.9 -0.5 -0.2
C 2.531 -1.587 -1.620 0.7 -0.5 -0.2
C -0.529 -2.854 -1.679 0.2 -2.9 -2.0
C 3.766 -1.003 -1.841 -0.3 -0.3 0.0
C -3.404 0.043 -1.158 -1.0 1.2 0.0
H 1.465 -3.273 2.851 0.0 0.0 0.0
H -1.426 -2.030 4.611 0.0 0.0 -0.1
H -5.326 1.707 -1.143 0.1 0.0 0.0
H 2.398 -2.659 -1.611 0.1 -0.1 0.0
H 0.476 0.748 3.338 0.0 -0.1 0.0
H 2.555 3.170 0.937 0.2 -0.1 0.0
H 0.271 -0.396 4.681 0.0 0.0 0.0
H -6.296 0.616 -2.150 0.1 0.0 0.0
H 4.628 -1.623 -2.028 0.0 -0.1 0.0
H -5.551 -1.933 -0.252 0.0 0.0 0.0
H -2.524 -2.142 3.220 0.0 0.0 0.0
H -2.260 -0.595 1.405 0.2 -0.1 0.0
H 2.011 4.671 0.226 0.0 0.2 0.0
H 2.412 3.383 -4.038 0.2 -0.1 -0.1
H 5.112 3.259 -0.633 0.1 -0.1 0.2
H -6.411 0.523 -0.391 0.1 0.0 0.0
H 1.331 -0.031 1.268 -0.1 -0.2 -0.1
H 0.963 3.271 0.186 -0.1 0.0 0.1
H 0.876 3.450 -3.190 -0.2 -0.1 0.0
H -5.796 -1.828 -2.007 0.0 0.0 0.0
H 0.841 -2.688 4.406 0.0 0.0 0.0
H 4.617 4.754 -1.398 0.0 0.3 0.0
H 0.002 -3.451 0.992 0.0 0.1 0.0
H -3.183 1.116 -1.227 -0.1 -0.2 0.0
H -4.212 -2.308 -1.357 -0.1 0.0 0.0
H -1.704 -2.940 1.138 0.1 0.0 0.0
H -0.950 0.621 1.464 0.0 -0.2 -0.1
H 4.821 0.857 -2.024 0.2 0.0 0.0
H 1.955 4.827 -3.165 0.0 0.2 0.0
H 1.771 -1.756 1.071 -0.1 0.1 0.0
H 5.147 3.414 -2.390 0.2 0.0 -0.2
```
Positions in Å, forces in eV/Å.

Mulliken population analysis, charges in e, atoms 1 to 5:
1. Cr -0.09
2. S -0.58
3. Si 0.22
4. O -0.13
5. O -0.24

=====

No. 2
Molecular formula: C18H31N2OPdS
Method: DFT, wB97M-V/def2-TZVPD

Output
calculated total energy: -1415.29335 hartree
Kohn-Sham gap: 0.209 Eh
total charge: -1
HOMO level: -2.9 eV
E_LUMO: 2.84 eV

```
54
Properties=species:S:1:pos:R:3:forces:R:3
Pd 0.631 -0.944 -1.469 0.6 0.2 -0.3
S 2.841 0.000 -2.183 -0.4 -0.2 0.2
O -1.034 0.149 0.199 -0.1 0.1 -0.1
N 2.674 -2.506 -0.311 0.0 0.0 0.2
N 1.631 -0.060 0.869 0.2 -0.2 0.2
C -1.991 -0.778 -2.724 0.0 -0.2 0.1
C -4.212 1.395 1.411 0.0 -0.1 0.0
C -4.900 1.638 0.228 0.0 0.0 0.0
C -2.921 0.894 1.420 0.0 -0.1 -0.1
C -1.836 -0.787 3.006 0.0 -0.1 0.0
C 4.019 -1.373 -2.056 0.2 -0.1 -0.1
C -4.243 1.374 -0.968 0.0 0.0 -0.1
C -2.217 0.670 2.746 -0.1 0.2 0.0
C -2.311 0.679 -2.389 -0.1 0.1 -0.1
C -2.238 0.614 0.191 0.1 -0.1 -0.1
C 2.184 1.149 0.359 0.0 0.0 -0.1
C 3.453 -2.684 -1.502 -0.1 0.0 0.0
C -1.015 1.606 2.904 0.0 0.0 0.0
C 3.281 -1.986 0.884 0.1 0.0 0.0
C 3.284 0.967 -0.694 0.1 0.1 0.0
C -2.949 0.881 -1.028 0.0 0.0 0.2
C 2.417 -0.950 1.658 -0.1 0.1 0.1
C -1.082 1.567 -2.610 -0.1 0.0 0.0
H -2.944 0.949 3.520 0.0 0.0 0.0
H -0.326 1.483 2.068 0.0 0.0 0.1
H 4.303 -3.383 -1.388 0.0 0.0 0.0
H -4.755 1.569 -1.909 0.0 0.0 0.0
H 0.625 -0.052 1.004 0.0 0.0 -0.1
H 4.873 -1.034 -1.466 0.0 0.0 0.0
H 4.163 0.500 -0.247 0.0 0.0 0.0
H -2.879 -1.411 -2.644 0.0 0.1 0.0
H 2.779 -3.104 -2.251 0.0 0.0 0.0
H -1.345 2.648 2.922 0.0 0.0 0.0
H 3.547 -2.777 1.605 0.1 0.0 0.0
H -4.695 1.593 2.366 0.0 0.0 0.0
H -1.382 -0.893 3.997 0.0 0.0 0.0
H 2.633 1.784 1.150 0.0 0.0 0.0
H -2.719 -1.430 2.969 0.0 0.0 0.0
H -0.230 1.141 -2.075 0.1 0.1 0.1
H 1.743 -1.496 2.324 0.0 0.0 -0.1
H 1.945 -3.182 -0.176 -0.1 0.0 0.0
H 4.226 -1.517 0.602 0.0 0.0 0.0
H -3.073 0.995 -3.114 0.0 0.0 0.0
H -1.137 -1.145 2.251 0.0 0.0 0.0
H 4.410 -1.565 -3.058 -0.1 0.0 0.0
H -0.814 1.602 -3.671 0.0 0.0 0.0
H 1.355 1.712 -0.075 0.0 0.0 0.0
H 3.604 1.958 -1.024 0.0 0.0 -0.1
H -1.256 -1.216 -2.016 -0.1 0.0 0.0
H -1.262 2.584 -2.254 0.0 0.0 0.0
H -1.591 -0.865 -3.737 0.0 0.0 0.0
H -5.910 2.028 0.235 0.0 0.0 0.0
H 3.118 -0.401 2.315 0.0 0.0 0.0
H -0.474 1.406 3.835 0.0 0.0 0.0
```
Positions in Å, forces in eV/Å.

Mulliken population analysis, charges in e, atoms 1 to 5:
1. Pd -0.44
2. S -0.17
3. O -0.11
4. N 0.13
5. N 0.78

=====

No. 3
Molecular formula: C18H32AsO9PtS2Si
Method: DFT, wB97M-V/def2-TZVPD

Output
calculated total energy: -4823.51807 hartree
Kohn-Sham gap: 0.284 Eh
total charge: -1
HOMO level: -5.3 eV
E_LUMO: 2.38 eV

```
64
Properties=species:S:1:pos:R:3:forces:R:3
Pt 0.284 0.032 -0.124 0.3 0.1 0.2
As 2.136 0.094 2.425 0.0 0.1 -0.1
S 3.261 1.078 -0.711 -0.4 0.1 -0.1
S -1.348 -1.232 0.885 -0.1 -0.1 -0.1
Si -1.404 -2.114 -0.986 0.0 0.2 0.0
O 1.785 1.215 -0.972 0.2 -0.2 -0.1
O 3.970 1.170 -1.965 0.1 0.0 0.0
O 2.897 1.000 3.537 0.0 -0.1 0.0
O -0.824 -3.627 -1.196 -0.1 0.0 0.1
O -0.476 -0.981 -1.852 -0.2 -0.1 -0.2
O 0.861 0.847 1.588 0.0 0.0 0.0
O 3.699 1.917 0.371 0.0 0.0 0.0
O 1.392 -1.268 3.295 -0.1 0.0 0.1
O -2.866 -2.141 -1.722 0.0 -0.1 0.0
C 3.490 -2.278 1.584 0.0 0.0 0.0
C -0.351 -5.904 -0.829 0.0 0.0 0.0
C 0.391 -2.012 -3.862 0.0 0.0 0.0
C 0.162 -4.487 -0.603 0.0 0.1 0.0
C 3.519 -0.596 -0.124 -0.1 0.0 0.0
C 0.534 0.454 -3.528 0.0 0.0 0.0
C 3.149 -0.998 1.163 0.0 0.0 0.0
C -1.676 -0.589 -3.952 0.0 0.0 -0.1
C -3.789 -4.227 -2.468 0.0 0.0 0.0
C 4.524 -2.741 -0.535 0.0 0.0 0.0
C -3.960 -3.042 -1.524 0.0 0.0 0.0
C -0.310 -0.784 -3.308 0.0 0.0 0.1
C -5.213 -2.251 -1.875 0.0 0.0 0.0
C -4.022 -3.511 -0.074 0.0 0.0 0.0
C 4.182 -3.142 0.744 0.0 0.0 0.0
C 4.185 -1.466 -0.971 0.1 0.0 0.1
C 0.338 -4.220 0.884 0.0 0.0 0.0
C 1.476 -4.270 -1.337 0.0 0.0 0.0
H -0.499 -6.087 -1.895 0.0 0.0 0.0
H 1.554 0.325 -3.180 0.1 0.0 0.1
H 0.552 0.665 -4.600 0.0 0.0 0.0
H -2.226 0.203 -3.445 0.0 0.0 0.0
H -5.313 -1.396 -1.207 0.0 0.0 0.0
H -4.893 -4.152 0.077 0.0 0.0 0.0
H 0.698 -3.210 1.075 0.0 0.0 0.0
H -2.276 -1.494 -3.927 0.0 0.0 0.0
H 4.443 -4.134 1.095 0.0 0.0 0.0
H 1.358 -2.140 -3.377 0.0 0.0 0.0
H 4.462 -1.114 -1.955 0.0 0.0 0.0
H -4.091 -2.657 0.601 0.0 0.0 0.0
H -3.738 -3.877 -3.501 0.0 0.0 0.0
H 5.052 -3.415 -1.199 0.0 0.0 0.0
H -1.520 -0.296 -4.993 0.0 0.0 0.0
H -5.145 -1.882 -2.900 0.0 0.0 0.0
H -3.130 -4.085 0.187 0.0 0.0 0.0
H -4.632 -4.916 -2.377 0.0 0.0 0.0
H -0.604 -4.340 1.422 0.0 0.0 0.0
H 1.293 -0.958 4.204 0.0 0.0 0.0
H 0.362 -6.635 -0.444 0.0 0.0 0.0
H -6.103 -2.878 -1.785 0.0 0.0 0.0
H 1.822 -3.246 -1.193 0.0 0.0 0.0
H -1.304 -6.047 -0.316 0.0 0.0 0.0
H 1.065 -4.929 1.286 0.0 0.0 0.0
H -0.207 -2.911 -3.706 0.0 0.0 0.0
H 1.354 -4.458 -2.404 0.0 0.0 0.0
H 3.198 -2.600 2.574 0.0 0.0 0.0
H 2.244 -4.942 -0.946 0.0 0.0 0.0
H 0.110 1.313 -3.011 0.0 0.0 0.0
H -2.868 -4.761 -2.237 0.0 0.0 0.0
H 0.556 -1.882 -4.934 0.0 0.0 0.0
```
Positions in Å, forces in eV/Å.

Mulliken population analysis, charges in e, atoms 1 to 5:
1. Pt 0.53
2. As 1.14
3. S 1.47
4. S -0.75
5. Si -0.08

=====

No. 4
Molecular formula: C18H32Cl2N4
Method: DFT, wB97M-V/def2-TZVPD

Output
calculated total energy: -1844.38590 hartree
Kohn-Sham gap (alpha / beta): 0.069 / 0.379 Eh
multiplicity: 2
total charge: -1
HOMO level (alpha / beta): 0.6 / -7.9 eV
⟨S²⟩: 0.7505
E_LUMO (alpha / beta): 2.45 / 2.40 eV

```
56
Properties=species:S:1:pos:R:3:forces:R:3
Cl -3.088 -1.466 2.581 -0.2 -0.1 -0.2
Cl -1.592 -0.618 -0.171 0.0 0.1 0.3
N 0.396 3.496 -5.150 0.3 0.4 2.9
N 4.375 -1.369 0.783 0.4 0.0 0.4
N 1.542 -1.190 3.727 1.0 -1.0 0.5
N -4.236 -2.936 -1.823 -1.3 -1.7 1.7
C -0.706 3.587 -1.672 -0.7 -0.4 -1.0
C -4.063 -0.379 -4.252 1.8 -1.2 -1.2
C 0.489 3.963 -2.547 0.7 -0.6 0.1
C -3.095 -1.283 -3.472 0.1 0.2 0.3
C 1.945 -0.681 0.037 0.2 0.3 0.5
C 0.443 3.691 -3.992 -0.9 0.1 -2.5
C 2.516 0.852 -1.908 -1.0 0.4 0.1
C 3.157 -2.350 6.994 -0.1 -0.5 0.8
C 3.320 -1.022 0.500 -0.8 -0.2 -1.6
C -1.528 2.439 -2.259 -0.5 -0.1 -0.2
C 1.657 -0.317 -1.448 1.8 -0.9 0.1
C -1.356 0.379 1.320 -1.0 -0.7 0.8
C -4.916 0.493 -3.443 -1.3 0.3 0.5
C 3.379 -2.896 4.517 -0.4 0.2 0.8
C 2.364 -1.930 4.079 -0.6 1.0 -0.7
C 4.095 -2.470 5.804 -0.1 0.7 -0.1
C -1.661 -0.416 2.616 0.9 0.2 -0.2
C -3.774 -2.188 -2.530 1.4 1.6 -2.0
H -5.751 -0.085 -3.047 -0.1 0.1 0.2
H -2.279 2.138 -1.528 -0.1 -0.1 0.0
H -4.402 0.952 -2.599 0.0 0.2 -0.2
H 1.312 -1.501 0.375 -0.1 0.1 0.0
H 4.862 -3.222 5.988 0.0 0.0 0.2
H 1.742 0.187 0.663 -0.6 0.2 0.1
H -1.350 4.459 -1.557 -0.1 0.0 0.0
H 2.206 1.197 -2.895 0.0 -0.1 -0.2
H -0.992 1.540 -2.560 0.6 0.0 0.4
H 2.231 1.651 -1.223 0.7 0.4 0.1
H -5.309 1.216 -4.158 -0.2 0.4 0.5
H -2.069 1.203 1.313 0.3 0.2 -0.6
H 2.681 -3.313 7.176 -0.3 -0.1 -0.2
H -2.429 -1.857 -4.116 -0.4 -0.3 -0.2
H -3.473 0.239 -4.929 0.4 0.0 0.1
H 4.610 -1.533 5.594 0.1 0.1 0.2
H -2.381 -0.706 -2.885 -0.2 0.4 0.2
H -0.320 0.718 1.298 -0.2 0.2 0.1
H 3.589 0.661 -1.943 -0.1 0.0 0.3
H 0.596 -0.111 -1.597 0.1 0.0 0.3
H 2.368 -1.599 6.962 0.1 0.1 -0.6
H 1.305 3.304 -2.250 0.3 0.2 0.3
H -0.378 3.294 -0.675 0.3 0.1 0.1
H 1.942 -1.175 -2.056 -0.4 -0.3 -0.1
H 3.654 -2.179 7.949 0.5 0.2 -0.1
H 0.792 4.992 -2.350 0.2 0.0 -0.2
H -1.873 0.299 3.411 0.3 0.1 -0.1
H -4.638 -0.996 -4.943 -0.3 -0.2 0.1
H -0.798 -1.014 2.909 -0.2 0.0 -0.1
H 2.786 -3.765 4.803 0.3 -0.5 -0.5
H 4.143 -3.082 3.761 -0.5 -0.1 -0.3
H -2.043 2.697 -3.185 -0.1 0.5 0.0
```
Positions in Å, forces in eV/Å.

Mulliken population analysis, charges in e, atoms 1 to 5:
1. Cl -0.17
2. Cl 0.04
3. N -0.49
4. N -0.44
5. N -0.24